73
Properties=species:S:1:pos:R:3 method="wB97M-V/def2-TZVPD" charge=+1 spin_multiplicity=2 energy_ev=-93250.3548
C -3.638 -1.187 0.222
C -3.040 1.490 2.556
H -2.139 -2.848 3.448
O -1.268 -1.259 1.807
H -7.686 0.408 -0.687
C -5.003 -1.338 0.151
H -2.139 -0.134 -4.404
H -4.085 1.772 2.429
N -7.150 -0.337 -0.281
N 2.051 0.306 -1.582
H 3.517 1.472 2.927
C -1.328 -0.430 -2.438
C -1.298 -2.627 -1.655
H -2.786 1.611 3.611
C 2.527 -1.736 2.702
H 0.519 -3.441 1.834
H -7.596 -1.233 -0.217
N 1.298 -0.366 1.187
H -2.075 -4.175 -2.897
H -5.455 -2.294 0.390
H 2.848 0.064 -4.825
H -2.640 -2.551 -4.732
C -2.182 -2.204 -3.813
H -0.179 0.634 2.998
C 2.223 1.623 -1.431
C 2.149 -1.729 -2.886
C 2.684 0.538 -3.864
H 2.016 -2.170 -1.897
H -3.599 3.957 1.772
N -0.936 1.954 1.333
C 0.962 -2.800 1.070
H 0.200 -2.542 0.349
N -1.598 -2.110 3.860
C -1.802 4.547 0.760
N -2.985 -0.050 -0.053
C -2.159 2.380 1.727
H -2.930 0.448 2.283
C -1.909 -0.868 -3.642
H 1.285 -1.994 -3.504
H 1.736 -3.380 0.561
C 2.295 -0.236 -2.767
H 3.907 -0.748 4.008
C -0.112 2.855 0.727
N -0.427 -0.139 3.600
S -0.977 1.210 -2.024
C 3.189 -0.640 3.205
C 2.854 1.898 -3.709
H 2.799 3.516 -2.282
H 0.163 4.829 -0.059
H -5.663 1.816 -0.870
Mn -0.667 -0.037 0.090
C -0.521 4.144 0.425
H -2.148 5.547 0.529
C -3.745 0.986 -0.442
H -1.025 -3.286 -0.838
C -1.875 -3.117 -2.797
H -3.216 1.891 -0.701
C 2.646 2.457 -2.452
Sb 2.006 2.515 0.503
C -5.790 -0.248 -0.235
H 3.034 -2.162 -3.354
H -3.019 -2.022 0.521
C 2.959 0.598 2.616
C -1.106 -1.154 3.038
H 3.150 2.517 -4.546
C 2.026 0.697 1.598
N -1.027 -1.323 -1.486
H -1.570 -2.030 4.860
C 1.594 -1.578 1.678
H -0.368 -0.024 4.596
C -2.609 3.665 1.443
C -5.118 0.939 -0.542
H 2.728 -2.730 3.083